No. 1
ORCA calculation (ωB97M-V/def2-TZVPD) on a single C21H25N3O5 molecule.

The geometry in XYZ format:
```
54
Properties=species:S:1:pos:R:3:lowdin_charge:R:1
C 3.478 -1.605 0.429 -0.0304
C 2.033 -1.215 0.553 -0.2095
C 1.502 -0.190 -0.217 0.0290
C 0.164 0.146 -0.082 -0.2061
C -0.401 1.324 -0.840 -0.4390
O -0.739 2.354 -0.284 0.0791
N -0.452 1.149 -2.180 0.0938
C -0.925 2.161 -3.102 -0.1251
C -0.222 3.512 -2.994 -0.2370
C -0.516 4.414 -4.201 -0.3270
C -2.004 4.539 -4.499 -0.0611
C 0.087 5.798 -3.956 -0.1675
C 1.555 5.744 -3.548 -0.1574
C 1.739 4.775 -2.389 -0.1375
N 1.231 3.455 -2.770 0.0147
C 2.018 2.547 -3.406 -0.4109
O 1.597 1.733 -4.218 0.0697
C 3.475 2.544 -3.050 -0.1193
C 3.980 2.652 -1.707 -0.0206
C 5.297 2.552 -1.456 0.0289
C 6.251 2.348 -2.531 -0.4430
O 7.440 2.252 -2.433 0.1242
O 5.692 2.240 -3.805 0.1056
C 4.373 2.321 -4.020 -0.0161
N -0.654 -0.466 0.764 0.1415
C -0.149 -1.455 1.494 -0.0597
C 1.177 -1.867 1.437 -0.1438
C 1.689 -2.981 2.303 -0.2151
O 0.619 -3.538 3.044 -0.0562
H 3.575 -2.642 0.100 0.0887
H 3.995 -0.972 -0.288 0.0747
H 3.990 -1.521 1.390 0.0883
H 2.123 0.335 -0.931 0.1094
H -0.093 0.294 -2.567 0.1424
H -0.823 1.752 -4.102 0.1246
H -1.986 2.344 -2.918 0.1305
H -0.617 3.991 -2.095 0.1434
H -0.017 3.961 -5.068 0.1519
H -2.551 4.891 -3.620 0.0927
H -2.170 5.256 -5.305 0.0816
H -2.444 3.592 -4.813 0.0750
H -0.039 6.414 -4.849 0.1175
H -0.483 6.291 -3.158 0.1258
H 2.172 5.415 -4.391 0.1202
H 1.911 6.738 -3.265 0.1162
H 2.771 4.732 -2.060 0.1081
H 1.156 5.109 -1.525 0.1369
H 3.283 2.790 -0.888 0.1279
H 5.693 2.613 -0.454 0.1236
H 4.116 2.183 -5.061 0.1510
H -0.837 -1.948 2.167 0.1177
H 2.163 -3.742 1.670 0.1259
H 2.463 -2.585 2.975 0.1295
H 0.966 -4.245 3.596 0.0923
```

Properties
Energy in Eh: -1355.73211
HOMO in eV: -9.30
Structure (SMILES): Cc1cc(C(=O)NC[C@@H]2[C@@H](C)CCCN2C(=O)c2ccc(=O)oc2)ncc1CO
HOMO-LUMO gap in eV: 9.27

No. 2
ORCA calculation (ωB97M-V/def2-TZVPD) on a molecular structure, C41H37F5IrP2 in a non-equilibrium geometry.

The geometry in XYZ format:
```
86
Properties=species:S:1:pos:R:3:lowdin_charge:R:1
Ir -3.355 -3.832 1.205 1.4364
C -3.929 -3.871 3.357 -0.2684
C -3.283 -2.660 3.129 -0.2627
C -1.846 -2.353 3.516 -0.1901
C -0.835 -2.619 2.374 -0.2029
C -1.153 -3.840 1.539 -0.2899
C -1.639 -5.055 2.010 -0.2582
C -1.863 -5.393 3.475 -0.1687
C -3.309 -5.116 3.952 -0.1669
C -3.121 -4.438 -0.768 -0.3047
H -5.017 -3.867 3.336 0.1046
H -3.912 -1.799 2.915 0.0959
H -1.574 -2.925 4.407 0.1054
H -1.778 -1.297 3.798 0.1017
H -0.830 -1.756 1.700 0.0797
H 0.182 -2.695 2.789 0.1185
H -0.737 -3.826 0.533 0.0986
H -1.599 -5.900 1.327 0.0982
H -1.147 -4.847 4.094 0.1006
H -1.649 -6.457 3.624 0.1204
H -3.943 -5.963 3.667 0.1061
H -3.335 -5.066 5.052 0.1268
H -4.033 -4.908 -1.150 0.0001
H -2.285 -5.140 -0.880 0.0091
H -2.916 -3.553 -1.385 -0.0214
P 0.937 4.610 -1.292 1.2068
P 3.388 2.278 -2.933 1.1953
C 2.609 4.085 -0.819 -0.2756
C 3.433 3.156 -1.346 -0.2887
C 0.827 6.366 -0.796 -0.4019
C 1.583 6.921 0.246 -0.0881
C 1.462 8.275 0.558 -0.0417
C 0.578 9.083 -0.159 -0.0312
C -0.184 8.536 -1.193 -0.0428
C -0.053 7.188 -1.515 -0.0888
C -0.012 3.757 0.038 -0.3258
C -0.068 2.354 0.006 -0.0700
C -0.796 1.647 0.961 -0.0263
C -1.503 2.333 1.950 0.0004
C -1.473 3.727 1.976 -0.0175
C -0.730 4.436 1.031 -0.0377
C 5.015 2.825 -3.602 -0.3302
C 5.151 4.175 -3.968 -0.0705
C 6.343 4.649 -4.510 -0.0286
C 7.413 3.777 -4.722 0.0011
C 7.279 2.430 -4.384 -0.0173
C 6.091 1.956 -3.825 -0.0383
C 3.694 0.523 -2.519 -0.4058
C 3.157 -0.447 -3.377 -0.0902
C 3.348 -1.803 -3.119 -0.0444
C 4.065 -2.203 -1.989 -0.0339
C 4.599 -1.244 -1.127 -0.0443
C 4.420 0.113 -1.392 -0.0881
H 2.920 4.543 0.121 0.0828
H 4.357 2.953 -0.803 0.0900
H 2.265 6.290 0.808 0.0977
H 2.062 8.700 1.358 0.1220
H 0.488 10.138 0.085 0.1242
H -0.868 9.164 -1.757 0.1223
H -0.621 6.765 -2.340 0.1090
H 0.458 1.810 -0.777 0.1064
H -0.820 0.561 0.926 0.1070
H -2.079 1.784 2.690 0.1284
H -2.023 4.269 2.741 0.1284
H -0.705 5.520 1.068 0.1128
H 4.315 4.857 -3.832 0.1119
H 6.433 5.699 -4.778 0.1255
H 8.340 4.144 -5.153 0.1327
H 8.105 1.743 -4.549 0.1285
H 6.003 0.908 -3.557 0.1122
H 2.572 -0.132 -4.237 0.1088
H 2.925 -2.547 -3.788 0.1220
H 4.203 -3.260 -1.779 0.1232
H 5.150 -1.552 -0.243 0.1210
H 4.840 0.860 -0.725 0.1012
F -6.486 -3.254 1.155 0.0513
C -6.327 -4.600 1.162 -0.2358
C -5.036 -5.144 1.189 -0.1788
C -4.877 -6.541 1.180 -0.2305
F -3.644 -7.095 1.184 0.0675
C -5.997 -7.377 1.160 -0.1191
F -5.837 -8.725 1.154 0.1032
C -7.282 -6.827 1.146 -0.1127
F -8.367 -7.642 1.128 0.1101
C -7.447 -5.439 1.144 -0.1200
F -8.694 -4.905 1.124 0.1028
```

Properties
Energy in Eh: -2869.99488
HOMO (spin up / spin down) in eV: -9.14 / -11.54
HOMO-LUMO gap (spin up / spin down) in eV: 2.93 / 1.41
Multiplicity: 6
Charge: +2

No. 3
ORCA calculation (ωB97M-V/def2-TZVPD) on 2 unconnected molecules or ions with the total composition C2H7N3O2 in a non-equilibrium geometry.

The geometry in XYZ format:
```
14
Properties=species:S:1:pos:R:3:lowdin_charge:R:1
C 0.184 0.223 2.136 -0.6267
C -0.636 0.739 0.764 -0.3255
N -1.709 0.131 0.213 0.1453
N -0.130 1.883 0.486 0.1631
N 0.775 -1.232 -0.320 0.0043
O 1.036 1.139 2.380 -0.0171
O -0.036 -0.817 2.622 0.0858
H -1.728 -0.855 0.475 0.1042
H -1.831 0.265 -0.801 0.1228
H 0.677 1.884 1.249 0.0783
H -0.453 2.576 -0.219 0.1478
H 1.778 -1.408 -0.607 0.0515
H 0.727 -1.549 0.648 0.0030
H 0.508 -2.132 -0.856 0.0632
```

Properties
Energy in Eh: -395.14396
HOMO in eV: -9.76
HOMO-LUMO gap in eV: 10.33